Model a:
52
Properties=species:S:1:pos:R:3:mulliken_charge:R:1 method="wB97M-V/def2-TZVPD" mol_weight_g_mol=314.40 smiles=C[C@@H](N)CNCCS.O.O.O.O.O.O.O.O.O.O charge=0 gap_ev=9.18 lumo_ev=0.125
C -1.303 1.695 -1.910 -0.998
C 0.164 1.529 -1.715 0.465
N 1.088 2.667 -1.751 -0.611
C 0.522 0.806 -0.394 0.217
N -0.583 -0.144 0.137 0.146
C 0.014 -1.264 0.833 -0.491
C 0.867 -0.752 2.069 -0.400
S -0.140 -0.188 3.439 -0.226
H -1.587 1.950 -2.938 0.451
H -1.643 0.624 -1.786 -0.036
H -1.900 2.343 -1.238 0.133
H 0.613 0.893 -2.543 0.208
H 0.665 3.214 -0.983 0.206
H 0.892 3.281 -2.542 0.301
H 0.579 1.525 0.414 0.145
H 1.516 0.371 -0.440 -0.712
H -1.158 0.506 0.699 0.142
H 0.580 -1.971 0.172 0.107
H -0.838 -1.873 1.258 0.341
H 1.620 -1.527 2.340 0.488
H 1.640 -0.070 1.741 0.195
H 0.395 0.995 3.672 0.093
O -1.904 -2.835 -3.361 -0.562
H -2.358 -2.402 -4.088 0.287
H -1.647 -3.752 -3.401 0.290
O -3.546 2.146 1.291 -0.667
H -3.786 2.389 0.400 0.295
H -3.512 1.237 1.647 0.332
O -3.559 -0.406 0.734 -0.584
H -2.896 -1.107 0.697 0.238
H -4.171 -0.722 0.021 0.375
O -3.695 -1.337 -1.689 -0.750
H -3.110 -1.975 -1.265 0.328
H -3.213 -0.500 -1.731 0.398
O -0.797 3.492 1.134 -0.520
H -1.663 3.002 1.181 0.246
H -1.060 4.387 1.392 0.259
O 3.807 1.450 -0.892 -0.805
H 3.399 1.715 -0.051 0.362
H 3.033 1.730 -1.426 0.352
O 0.911 -4.839 -0.298 -0.683
H 1.552 -4.297 -0.822 0.407
H 1.391 -4.838 0.549 0.286
O 2.525 -3.214 -1.688 -0.706
H 1.902 -2.506 -1.869 0.295
H 3.365 -2.881 -1.308 0.349
O 2.120 2.878 1.567 -0.523
H 2.435 3.001 2.465 0.285
H 1.223 3.232 1.495 0.277
O 3.723 -1.171 -0.263 -0.762
H 2.796 -1.041 -0.073 0.303
H 4.143 -0.312 -0.489 0.434



Model b:
52
Properties=species:S:1:pos:R:3:mulliken_charge:R:1 method="wB97M-V/def2-TZVPD" mol_weight_g_mol=314.40 smiles=CCN[C@@H](CN)CS.O.O.O.O.O.O.O.O.O.O charge=0 gap_ev=8.42 lumo_ev=0.077
C -0.754 1.944 -1.687 -1.951
C -0.792 0.716 -0.607 0.822
N 0.265 0.941 0.321 0.995
C 0.600 -0.106 1.320 0.612
C 2.188 0.163 1.562 -0.827
N 3.024 -1.066 1.422 -0.608
C -0.133 0.061 2.607 -0.326
S 0.178 -1.305 3.610 -0.254
H -1.480 1.798 -2.595 0.371
H 0.240 2.060 -2.208 0.460
H -0.985 3.008 -1.500 0.304
H -0.798 -0.240 -1.324 -0.152
H -1.888 0.762 -0.230 0.113
H 0.164 1.830 0.696 -0.132
H 0.546 -1.099 0.810 -0.212
H 2.330 0.998 0.761 0.033
H 2.327 0.735 2.568 0.315
H 3.247 -1.179 0.567 0.468
H 2.453 -1.836 1.613 0.294
H 0.063 1.074 3.181 0.258
H -1.301 0.085 2.468 0.282
H 1.387 -0.807 4.161 0.146
O 0.168 3.738 1.470 -0.635
H -0.004 4.078 0.669 0.289
H 1.102 3.928 1.462 0.298
O 0.684 0.184 -3.661 -0.859
H 0.517 0.860 -2.890 0.262
H 1.149 -0.583 -3.124 0.431
O -2.473 -1.009 1.399 -0.792
H -3.014 -1.492 2.022 0.262
H -2.416 -0.103 1.288 0.026
O 0.107 -3.038 -1.364 -0.616
H -0.346 -3.827 -1.701 0.275
H -0.694 -2.566 -1.015 0.302
O 1.393 3.617 -0.738 -0.569
H 1.336 2.639 -0.882 0.294
H 2.089 4.025 -1.141 0.238
O 1.586 -3.350 0.662 -0.670
H 0.924 -3.269 -0.073 0.348
H 1.152 -3.623 1.374 0.292
O -2.367 1.739 1.553 -0.618
H -1.510 2.297 1.498 0.230
H -2.984 2.266 2.057 0.287
O 2.281 -1.589 -1.730 -0.761
H 1.931 -2.456 -1.865 0.375
H 1.812 -1.298 -0.985 0.241
O -1.843 -1.048 -3.163 -0.591
H -1.068 -0.625 -3.682 0.343
H -2.502 -0.419 -3.418 0.279
O -2.457 -2.898 -0.521 -0.724
H -3.064 -2.621 -1.129 0.301
H -2.367 -2.099 0.113 0.451



model a wins, 285.8 kJ/mol ahead of the next structure.



Model a:
20
Properties=species:S:1:pos:R:3:mulliken_charge:R:1 method="wB97M-V/def2-TZVPD" mol_weight_g_mol=128.24 smiles="C=CCC(=S)CCC" charge=0 gap_ev=8.44 lumo_ev=-0.125
C 3.197 0.026 -0.687 -0.633
C 2.610 -0.198 0.454 -0.142
C 1.230 0.033 0.988 -0.291
C 0.290 0.911 0.069 0.120
S 0.220 2.530 -0.004 -0.191
C -0.634 -0.118 -0.726 -1.066
C -1.821 -0.727 -0.083 -0.016
C -2.868 0.326 0.189 -1.119
H 2.616 0.339 -1.638 0.184
H 4.204 -0.369 -1.013 0.260
H 3.133 -0.697 1.276 0.285
H 0.693 -1.150 0.960 0.177
H 1.332 0.455 2.157 0.289
H 0.104 -0.853 -1.167 0.344
H -1.038 0.373 -1.635 0.462
H -1.520 -1.418 0.800 0.213
H -2.259 -1.390 -0.832 0.258
H -2.598 1.081 0.995 0.267
H -3.005 0.987 -0.696 0.309
H -3.884 -0.140 0.593 0.290



Model b:
20
Properties=species:S:1:pos:R:3:mulliken_charge:R:1 method="wB97M-V/def2-TZVPD" mol_weight_g_mol=128.24 charge=0 gap_ev=9.54 lumo_ev=0.501
C 2.145 1.638 0.131 -1.329
C 0.713 1.113 -0.155 -0.477
C 0.321 -0.290 -0.471 1.051
C 0.915 -1.389 0.280 -0.800
C -1.071 -0.425 -0.301 -0.466
C -2.315 -0.113 -0.094 -0.196
C -3.802 -0.631 0.012 -0.906
H 2.008 2.704 0.203 0.386
H 2.758 1.214 -0.807 0.376
H 2.741 1.027 0.878 0.215
H 0.444 1.998 -1.008 0.293
H 0.083 1.448 0.709 0.312
H 0.512 -0.393 -1.645 0.219
H 0.508 -2.488 0.475 0.365
H 0.832 -1.012 1.354 0.336
H 3.252 -0.302 0.611 0.109
H -3.614 -1.979 0.028 0.227
H -4.510 -0.390 -0.978 0.254
H -4.644 -0.262 0.990 0.258
S 2.724 -1.467 -0.213 -0.227



Model c:
20
Properties=species:S:1:pos:R:3:mulliken_charge:R:1 method="wB97M-V/def2-TZVPD" mol_weight_g_mol=128.24 charge=0 gap_ev=9.05 lumo_ev=0.586
C 1.893 0.218 -1.271 -0.934
C 1.563 -0.063 0.135 -0.026
C 0.614 0.875 1.112 -0.278
C -0.358 1.557 0.041 -0.591
C -0.555 -1.292 -0.581 -0.564
C 0.382 -1.258 0.440 0.030
C -0.030 -0.494 1.636 -0.769
H 1.249 1.229 -2.168 0.257
H 1.704 -1.013 -1.880 0.190
H 3.491 0.482 -1.261 0.212
H 2.613 -0.276 0.452 0.393
H 1.187 1.632 1.542 0.510
H 0.415 2.019 -0.735 0.136
H -1.048 2.505 0.339 0.343
H -1.288 -2.256 -0.762 0.331
H -0.055 -1.407 -1.692 0.157
H 0.778 -2.358 0.661 0.286
H -1.299 -0.281 1.576 0.243
H 0.171 -0.632 2.840 0.257
S -1.810 0.193 -0.499 -0.182



Model d:
20
Properties=species:S:1:pos:R:3:mulliken_charge:R:1 method="wB97M-V/def2-TZVPD" mol_weight_g_mol=128.24 smiles="CC1(C/C=C/S)CC1" charge=0 gap_ev=9.25 lumo_ev=0.916
C 1.089 1.208 -0.719 -1.759
C 0.949 -0.120 0.009 1.471
C -0.171 -0.004 1.117 -0.853
C -1.464 0.507 0.507 -0.252
C -2.498 -0.323 0.240 -0.196
S -4.091 0.171 -0.351 -0.237
C 2.178 -0.854 0.359 -0.714
C 1.241 -1.315 -0.771 -1.010
H 1.188 2.114 -0.066 0.323
H 0.169 1.538 -1.231 0.346
H 1.912 1.160 -1.330 0.513
H 0.294 0.709 1.847 0.283
H -0.399 -0.982 1.435 0.468
H -1.619 1.625 0.395 0.285
H -2.559 -1.500 0.392 0.201
H -3.924 1.532 -0.521 0.122
H 2.122 -1.473 1.254 0.262
H 3.250 -0.466 0.090 0.216
H 0.723 -2.233 -0.870 0.270
H 1.609 -1.294 -1.788 0.263



model d wins, 49.3 kJ/mol ahead of the next structure.



Model a:
25
Properties=species:S:1:pos:R:3:mulliken_charge:R:1 method="wB97M-V/def2-TZVPD" mol_weight_g_mol=156.21 charge=+1 gap_ev="7.62 / 7.06" lumo_ev="-4.966 / -5.432"
C -3.237 -1.173 -0.275 -0.662
C -2.208 -1.890 0.307 -0.221
C -3.033 0.293 -0.611 -0.007
C -1.854 0.769 0.029 0.255
C 2.565 -1.716 -0.042 -1.263
C 2.063 -0.452 -0.642 -0.290
N -0.995 -1.291 0.647 -0.979
N -0.953 -0.012 0.606 0.691
N -0.374 2.621 0.390 -0.667
N -1.541 2.191 0.119 0.254
N 1.665 0.593 0.359 -0.654
H -3.822 -1.786 -0.937 0.344
H -2.224 -2.921 0.413 0.505
H -2.923 0.236 -1.810 0.268
H -3.974 0.824 -0.277 0.317
H 2.827 -2.470 -0.707 0.412
H 3.520 -1.547 0.394 0.354
H 1.866 -2.065 0.690 0.301
H 1.258 -0.641 -1.305 0.227
H 2.704 0.117 -1.321 0.419
H 1.960 1.584 0.087 0.228
H -0.385 3.624 0.621 0.242
H -2.328 2.670 -0.185 0.226
H 2.066 0.479 1.249 0.252
H -0.032 0.398 0.925 0.447



Model b:
25
Properties=species:S:1:pos:R:3:mulliken_charge:R:1 method="wB97M-V/def2-TZVPD" mol_weight_g_mol=156.21 smiles="CC(C)[C@@]1(N)N=CNC(=[NH2+])N1" charge=+1 gap_ev=10.32 lumo_ev=-3.049
C 1.165 1.181 1.267 -1.136
C 1.559 0.467 -0.041 0.181
C 2.816 -0.359 -0.124 -1.375
C 0.366 -0.346 -0.523 0.589
N 0.622 -0.898 -1.752 -0.502
N 0.055 -1.344 0.432 -0.613
C -1.033 -1.426 1.048 -0.169
N -2.120 -0.657 0.800 -0.156
C -2.052 0.326 -0.164 0.444
N -3.226 0.948 -0.345 -0.365
N -0.908 0.577 -0.711 -0.152
H 0.460 0.382 1.763 0.205
H 0.418 1.960 1.060 0.345
H 1.923 1.647 1.923 0.384
H 1.754 1.328 -0.686 0.372
H 2.921 -1.016 0.765 0.332
H 3.688 0.371 -0.083 0.371
H 2.625 -1.194 -0.821 0.369
H 1.203 -0.359 -2.346 0.247
H 0.430 -1.936 -1.948 0.244
H -1.372 -2.174 1.778 0.383
H -2.982 -0.654 1.352 0.248
H -3.928 0.508 0.087 0.152
H -3.521 1.669 -1.088 0.277
H -0.862 0.998 -1.642 0.325



model b wins, 428.2 kJ/mol ahead of the next structure.



Model a:
20
Properties=species:S:1:pos:R:3:mulliken_charge:R:1 method="wB97M-V/def2-TZVPD" mol_weight_g_mol=105.16 charge=+1 gap_ev=11.72 lumo_ev=-2.784
N -0.988 -0.365 -0.823 -0.426
C -1.955 -0.238 0.038 0.623
N -1.979 0.771 0.957 -0.442
N -3.017 -1.094 0.083 -0.472
H 0.039 0.360 -0.782 0.262
H -1.042 -1.177 -1.421 0.166
H -2.902 1.098 1.176 0.275
H -1.357 1.530 0.714 0.220
H -2.921 -1.941 -0.459 0.241
H -3.417 -1.293 0.986 0.252
C 2.341 -0.842 0.154 -1.103
C 1.968 0.620 0.363 -0.299
N 1.158 1.157 -0.765 -0.520
H 2.957 -0.995 -0.730 0.335
H 2.875 -1.217 1.022 0.341
H 1.440 -1.446 0.030 0.326
H 1.337 0.696 1.246 0.270
H 2.882 1.195 0.485 0.379
H 0.958 2.136 -0.615 0.283
H 1.623 1.046 -1.659 0.289



Model b:
20
Properties=species:S:1:pos:R:3:mulliken_charge:R:1 method="wB97M-V/def2-TZVPD" mol_weight_g_mol=105.16 charge=+1 gap_ev="8.27 / 7.31" lumo_ev="-4.314 / -4.875"
C -0.254 -1.752 -0.487 -0.907
C 1.349 1.488 -0.643 -0.926
C 1.781 -0.361 0.911 -0.862
N -2.469 0.877 0.882 -0.238
N -0.163 -0.321 -0.582 -0.120
N -2.053 0.400 -0.270 -0.136
N 1.173 0.091 -0.345 -0.069
H -1.270 -2.039 -0.881 0.306
H 0.676 -2.105 -0.958 0.373
H -0.230 -2.079 0.516 0.397
H 0.718 2.001 -0.020 0.413
H 2.342 1.843 -0.432 0.375
H 0.993 1.574 -1.734 0.257
H 2.658 -0.864 0.628 0.324
H 2.187 0.545 1.388 0.345
H 1.075 -0.950 1.474 0.335
H -2.759 1.880 0.859 0.295
H -2.941 0.287 1.517 0.252
H -0.468 0.014 -1.499 0.378
H -2.345 -0.529 -0.324 0.209



model a wins, 598.7 kJ/mol ahead of the next structure.



Model a:
9
Properties=species:S:1:pos:R:3:mulliken_charge:R:1 method="wB97M-V/def2-TZVPD" mol_weight_g_mol=91.03 charge=+1 gap_ev=10.10 lumo_ev=-6.985
C 0.225 -0.752 0.560 -0.098
C 0.311 -0.139 -0.737 -0.135
O -0.712 0.962 1.431 -0.392
O -0.609 0.961 -1.012 -0.198
P -1.315 1.660 0.237 0.673
H -0.522 -1.506 0.797 0.295
H 1.127 -0.691 1.125 0.268
H 1.326 0.455 -0.961 0.293
H 0.166 -0.950 -1.441 0.293



Model b:
9
Properties=species:S:1:pos:R:3:mulliken_charge:R:1 method="wB97M-V/def2-TZVPD" mol_weight_g_mol=91.03 charge=+1 gap_ev=10.69 lumo_ev=-6.686
C -0.020 -0.552 0.689 -0.313
C -0.333 0.765 -0.104 -0.311
O 0.682 -1.427 -0.243 -0.198
O 0.410 0.648 -1.348 -0.221
P 1.092 -0.758 -1.588 0.731
H 0.500 -0.146 1.443 0.340
H -0.925 -0.974 0.988 0.345
H -1.332 0.867 -0.379 0.299
H -0.076 1.578 0.542 0.328



model b wins, 117.0 kJ/mol ahead of the next structure.